Record 1
The following is a DFT calculation (wB97M-V/def2-TZVPD) of C6H18CsO7S as an isolated structure.

Element x y z (Å)
1 Cs -0.9459 -0.0920 -0.5617
2 S 0.8732 -1.9824 -3.5252
3 O 0.2306 -2.1406 -2.1913
4 O -0.1866 -1.6992 -4.4650
5 O 1.5312 1.0202 -1.6319
6 O 1.6097 -3.1675 -3.9846
7 O 1.8353 -0.8681 -3.4515
8 O 1.4940 -1.8809 2.3400
9 O -3.0110 -1.0440 1.3241
10 C 2.2870 2.2099 -1.8779
11 C -4.6116 -0.0865 -0.1505
12 C 1.4350 -0.4661 2.4374
13 C 3.5483 2.1380 -1.0050
14 C 0.5242 -0.0583 3.5914
15 C -4.1702 -0.3720 1.2985
16 H 4.1829 2.9367 -1.3891
17 H 1.7139 3.1116 -1.6620
18 H -4.0984 0.5598 1.8594
19 H 1.6499 0.5271 -2.4470
20 H -5.5413 0.4822 -0.1325
21 H -0.4773 -0.0443 3.1614
22 H -3.9763 0.6334 -0.6664
23 H 3.4166 2.2370 0.0725
24 H 0.6562 0.9939 3.8435
25 H 2.5722 2.1341 -2.9272
26 H 2.4193 -0.0022 2.5008
27 H -4.8009 -0.9802 -0.7452
28 H 4.0740 1.1941 -1.1489
29 H -2.9952 -1.3229 2.2425
30 H 1.1090 -0.1553 1.4449
31 H 0.6458 -0.6860 4.4742
32 H 1.9075 -2.1659 1.5218
33 H -4.9008 -0.9633 1.8505

Calculated values
Electronic energy in eV: -32227.324
Frontier orbital gap (alpha / beta) in eV: 9.1 / 6.6
E_LUMO (alpha / beta) in eV: -0.4 / -2.6
2S+1: 2

Charges in e, computed with Mulliken, in the same order as the atoms:
1 Cs 1.12
2 S 1.17
3 O -0.71
4 O -0.48
5 O -0.36
6 O -0.44
7 O -0.70
8 O -0.54
9 O -0.46
10 C -0.27
11 C -1.11
12 C 0.30
13 C -1.00
14 C -0.81
15 C -0.22
16 H 0.35
17 H 0.24
18 H 0.28
19 H 0.31
20 H 0.34
21 H 0.06
22 H 0.27
23 H 0.26
24 H 0.31
25 H 0.33
26 H 0.29
27 H 0.28
28 H 0.29
29 H 0.27
30 H -0.32
31 H 0.32
32 H 0.31
33 H 0.34


Record 2
The following is a DFT calculation (wB97M-V/def2-TZVPD) of a 2-piece molecular cluster, C6H7N3O4S overall.

Element x y z (Å)
1 S 0.8123 -0.5676 1.3810
2 O 4.1091 0.4052 -0.3963
3 O -2.4829 -0.5505 -1.4438
4 O 2.8880 1.4564 1.0289
5 O -0.4635 0.3110 -1.8712
6 N 0.8951 -2.1598 -0.5540
7 N -1.4995 0.1248 -1.2261
8 N 3.1295 0.5414 0.3066
9 C 2.1651 -0.4438 0.1890
10 C -0.9181 1.9447 0.2111
11 C 0.1326 -1.9654 0.5123
12 C 1.9494 -1.4164 -0.7370
13 C -1.6417 0.8244 0.0519
14 C -2.7227 0.4576 0.9682
15 H 0.8499 -2.8885 -1.2767
16 H -0.7796 2.3221 1.2221
17 H 2.6063 -1.6130 -1.5453
18 H -2.6889 -0.6242 1.0644
19 H -2.4520 0.8565 2.0395
20 H -3.7079 0.7433 0.6584
21 H -0.1804 2.2418 -0.5831

Calculated values
Electronic energy in eV: -29822.029
Frontier orbital gap in eV: 8.6
E_LUMO in eV: -1.0
2S+1: 1

Charges in e, computed with Mulliken, in the same order as the atoms:
1 S 0.07
2 O -0.59
3 O -0.58
4 O -0.59
5 O -0.58
6 N 0.16
7 N 1.07
8 N 0.97
9 C 0.26
10 C -0.66
11 C -0.36
12 C -0.62
13 C 0.24
14 C -0.99
15 H 0.23
16 H 0.29
17 H 0.48
18 H 0.35
19 H 0.28
20 H 0.29
21 H 0.29


Look up the electronic energy of the first one. -32227.324 eV


The lowest electronic energy belongs to which entry? C6H18CsO7S


Which value of electronic energy does entry 2 give? -29822.029 eV


2S+1 of number 2 (C6H7N3O4S)? 1